Record 1
{
  "formula": "C4H8O2",
  "method": "ωB97M-V/def2-TZVPD",
  "elements": ["O", "C", "C", "O", "C", "C", "H", "H", "H", "H", "H", "H", "H", "H"],
  "xyz": [[-1.50, -1.41, 0.89], [-1.05, -0.68, -0.24], [0.36, -0.18, -0.02], [1.22, -1.17, 0.47], [0.57, 1.25, 0.37], [0.90, 0.76, -1.02], [-1.76, -0.76, 1.56], [-1.72, 0.16, -0.46], [-1.07, -1.37, -1.08], [0.72, -1.65, 1.14], [1.41, 1.47, 1.02], [-0.30, 1.90, 0.51], [0.26, 1.01, -1.85], [1.95, 0.66, -1.27]],
  "homo_ev": -9.6250,
  "homo_lumo_gap_ev": 10.393,
  "total_energy_ev": -8371.50725,
  "smiles": "OCC1(O)CC1",
  "fmax_ev_per_a": 0.39,
  "lumo_ev": 0.77,
  "e_above_lowest_kj_mol": 171.21,
  "charge": 0
}

=====

Record 2
{
  "formula": "C3H10N3O7Sn2",
  "method": "ωB97M-V/def2-TZVPD",
  "elements": ["Sn", "Sn", "O", "H", "C", "N", "O", "O", "H", "H", "H", "C", "N", "O", "O", "H", "H", "H", "C", "N", "O", "O", "H", "H", "H"],
  "xyz": [[-17.42, -8.64, -14.99], [-16.04, -6.48, -11.64], [-18.08, -6.09, -13.65], [-19.02, -6.00, -13.41], [-20.99, -6.47, -11.39], [-19.97, -6.37, -10.29], [-20.28, -6.75, -9.19], [-18.79, -5.92, -10.60], [-21.84, -5.83, -11.13], [-21.23, -7.53, -11.52], [-20.60, -5.98, -12.28], [-18.96, -2.92, -13.59], [-18.15, -2.70, -12.39], [-18.18, -1.61, -11.78], [-17.35, -3.56, -11.98], [-18.50, -3.84, -13.95], [-18.79, -1.97, -14.11], [-20.02, -3.07, -13.41], [-21.79, -5.54, -15.33], [-20.41, -5.56, -15.97], [-19.95, -4.50, -16.42], [-19.78, -6.61, -16.00], [-21.86, -4.75, -14.59], [-22.08, -6.54, -15.00], [-22.38, -5.23, -16.19]],
  "homo_ev": -19.0058,
  "homo_lumo_gap_ev": 4.087,
  "total_energy_ev": -33693.36642,
  "fmax_ev_per_a": 5.57,
  "lumo_ev": -14.92,
  "e_above_lowest_kj_mol": 146.78,
  "charge": 3
}

=====

Record 3
{
  "formula": "C4H13N2",
  "method": "ωB97M-V/def2-TZVPD",
  "elements": ["C", "N", "C", "N", "C", "C", "H", "H", "H", "H", "H", "H", "H", "H", "H", "H", "H", "H", "H"],
  "xyz": [[-0.23, 0.90, -2.40], [1.09, 1.35, -2.01], [-0.56, 0.00, -1.10], [-0.54, 0.49, 0.23], [0.62, -0.85, 2.68], [-0.43, -1.86, 2.24], [-1.10, 1.61, -2.31], [-0.16, 0.31, -3.30], [1.28, 2.16, -2.57], [1.10, 1.71, -1.04], [-1.27, -0.88, -1.23], [0.47, -0.27, -0.71], [0.74, -0.96, 3.80], [-0.99, 1.42, 0.37], [1.57, -1.11, 2.15], [0.44, 0.17, 2.32], [-0.01, -2.77, 2.29], [-1.38, -1.80, 2.90], [-0.95, -1.62, 1.22]],
  "homo_ev": -14.7761,
  "homo_lumo_gap_ev": 5.690,
  "total_energy_ev": -7325.13376,
  "fmax_ev_per_a": 5.90,
  "lumo_ev": -9.09,
  "e_above_lowest_kj_mol": 805.99,
  "charge": 1
}

=====

Record 4
{
  "formula": "C4H11NO2",
  "method": "ωB97M-V/def2-TZVPD",
  "elements": ["C", "N", "C", "C", "O", "C", "O", "H", "H", "H", "H", "H", "H", "H", "H", "H", "H", "H"],
  "xyz": [[0.19, 1.88, -1.14], [-0.40, 0.58, -0.93], [0.36, -0.20, 0.11], [-0.38, 0.15, 1.40], [0.59, 0.17, 2.49], [0.16, -1.70, -0.23], [-0.43, -1.99, -1.49], [-0.36, 2.52, -1.82], [1.19, 1.87, -1.59], [0.14, 2.41, -0.18], [-0.33, 0.06, -1.80], [1.33, 0.28, 0.15], [-1.21, -0.52, 1.63], [-0.71, 1.18, 1.44], [0.35, -0.43, 3.20], [-0.31, -2.34, 0.53], [1.16, -2.15, -0.29], [-1.36, -1.76, -1.47]],
  "homo_ev": -9.0194,
  "homo_lumo_gap_ev": 9.906,
  "total_energy_ev": -9909.96657,
  "smiles": "CNC(CO)CO",
  "fmax_ev_per_a": 3.43,
  "lumo_ev": 0.89,
  "e_above_lowest_kj_mol": 219.53,
  "charge": 0
}